[1]
Molecular formula: C39H66N5O2RuSb
Method: DFT, ωB97M-V with the def2-TZVPD basis set

Calculated values
LUMO (spin up / spin down): -2.07 / -3.57 eV
multiplicity: 6
gap between HOMO and LUMO (spin up / spin down): 7.90 / 6.60 eV
charge: +1
HOMO (spin up / spin down): -0.366 / -0.374 Eh
<S²>: 8.7628

The geometry in XYZ format:
```
114
Properties=species:S:1:pos:R:3:lowdin_charge:R:1
Ru -0.552 -0.072 0.875 1.51
C 1.053 -4.413 1.648 -0.09
N -0.143 -3.638 1.941 -0.21
C -0.415 -3.615 3.382 -0.21
C -0.892 -2.256 3.857 -0.15
C 0.231 -1.210 3.842 -0.21
N -0.128 0.009 3.125 -0.07
C -0.307 1.070 3.824 -0.09
C -0.648 2.399 3.380 -0.14
C -0.902 3.332 4.402 -0.04
C -1.242 4.634 4.131 -0.08
C -1.325 5.033 2.795 -0.06
C -1.067 4.152 1.770 -0.01
C -0.713 2.809 2.019 -0.34
O -0.451 2.017 1.008 -0.30
C -1.313 -4.160 1.245 -0.21
C -1.199 -4.175 -0.269 -0.17
C -0.820 -2.833 -0.899 -0.23
N -1.589 -1.710 -0.331 -0.08
C -2.854 -1.751 -0.595 -0.11
C -3.906 -0.947 -0.045 -0.17
C -5.202 -1.110 -0.571 -0.05
C -6.267 -0.408 -0.071 -0.08
C -6.058 0.470 1.002 -0.06
C -4.812 0.639 1.557 0.00
C -3.696 -0.055 1.042 -0.35
O -2.520 0.126 1.569 -0.21
H 0.973 -5.466 1.961 0.10
H 1.909 -3.968 2.160 0.08
H 1.262 -4.404 0.578 0.07
H 0.496 -3.880 3.925 0.12
H -1.151 -4.386 3.640 0.12
H -1.267 -2.357 4.878 0.12
H -1.731 -1.906 3.252 0.10
H 1.125 -1.632 3.373 0.09
H 0.501 -0.946 4.868 0.12
H -0.190 0.982 4.908 0.13
H -0.831 2.995 5.431 0.11
H -1.442 5.335 4.930 0.11
H -1.596 6.055 2.556 0.11
H -1.147 4.479 0.743 0.09
H -2.168 -3.546 1.537 0.12
H -1.532 -5.185 1.583 0.13
H -2.164 -4.493 -0.669 0.11
H -0.484 -4.932 -0.598 0.11
H -0.991 -2.895 -1.974 0.10
H 0.244 -2.634 -0.763 0.06
H -3.192 -2.511 -1.307 0.14
H -5.342 -1.805 -1.394 0.12
H -7.257 -0.532 -0.488 0.11
H -6.897 1.024 1.406 0.11
H -4.646 1.315 2.386 0.12
C 4.986 -2.064 3.173 -0.06
C 5.035 -1.223 1.904 -0.20
N 3.827 -1.382 1.085 -0.07
C 3.884 -2.476 0.119 -0.20
C 4.514 -2.048 -1.198 -0.05
C 2.737 -0.615 1.261 -0.42
C 2.851 0.528 2.232 -0.01
N 1.612 -0.762 0.609 0.04
H 5.914 -1.957 3.737 0.08
H 4.857 -3.122 2.938 0.07
H 4.161 -1.757 3.818 0.07
H 5.881 -1.521 1.287 0.12
H 5.189 -0.173 2.139 0.11
H 2.887 -2.882 -0.048 0.09
H 4.451 -3.287 0.578 0.12
H 3.988 -1.189 -1.609 0.06
H 4.467 -2.860 -1.926 0.09
H 5.562 -1.775 -1.069 0.08
H 3.087 0.194 3.244 0.09
H 1.925 1.084 2.241 0.05
H 3.646 1.199 1.904 0.10
H 1.677 -1.474 -0.110 0.01
C -0.984 -0.801 -4.166 -0.13
C 0.273 0.020 -3.858 -0.69
C 0.709 0.698 -5.161 -0.10
C 1.395 -0.919 -3.403 -0.14
Sb -0.172 1.247 -2.076 1.62
C 1.497 2.689 -2.004 -0.68
C 2.453 2.170 -0.928 -0.15
C 2.263 2.834 -3.316 -0.11
C 1.006 4.069 -1.574 -0.11
C -1.965 2.374 -2.645 -0.69
C -2.273 3.422 -1.573 -0.12
C -1.842 3.041 -4.012 -0.10
C -3.136 1.388 -2.655 -0.12
H -0.712 -1.669 -4.777 0.09
H -1.704 -0.216 -4.741 0.07
H -1.490 -1.162 -3.269 0.04
H 0.635 -0.036 -5.971 0.09
H 1.742 1.035 -5.132 0.06
H 0.087 1.548 -5.435 0.06
H 1.679 -1.587 -4.226 0.10
H 1.090 -1.548 -2.558 0.05
H 2.288 -0.363 -3.110 0.05
H 2.866 1.188 -1.183 0.06
H 1.946 2.092 0.034 0.04
H 3.291 2.870 -0.825 0.09
H 2.761 1.909 -3.607 0.06
H 3.045 3.590 -3.179 0.09
H 1.628 3.161 -4.142 0.08
H 0.465 4.028 -0.629 0.05
H 0.372 4.535 -2.330 0.07
H 1.875 4.722 -1.432 0.09
H -1.549 4.235 -1.557 0.05
H -2.319 2.976 -0.577 0.06
H -3.253 3.861 -1.791 0.10
H -0.964 3.688 -4.086 0.07
H -2.726 3.663 -4.193 0.09
H -1.795 2.306 -4.817 0.06
H -3.295 0.954 -1.666 0.06
H -3.020 0.577 -3.376 0.06
H -4.049 1.933 -2.919 0.10
```

---

[2]
Molecular formula: C2Br5I
Method: DFT, ωB97M-V with the def2-TZVPD basis set

Calculated values
LUMO (spin up / spin down): -1.20 / -1.03 eV
gap between HOMO and LUMO (spin up / spin down): 7.25 / 7.47 eV
HOMO (spin up / spin down): -0.310 / -0.312 Eh

The geometry in XYZ format:
```
8
Properties=species:S:1:pos:R:3:lowdin_charge:R:1
C -1.296 -0.412 0.091 -1.83
C 1.192 0.436 -0.080 -1.82
Br -1.111 -2.236 -0.083 0.60
Br -1.908 0.532 -1.412 0.60
Br -1.797 0.204 1.765 0.62
Br 1.260 1.334 -1.712 0.55
Br 1.339 1.505 1.468 0.54
I 2.321 -1.363 -0.038 0.73
```

---

[3]
Molecular formula: C36H54O27
Method: DFT, ωB97M-V with the def2-TZVPD basis set

Calculated values
energy above the lowest of the compared OMol25 structures with the same formula, charge and spin: 8.1930 eV
LUMO: 0.08 eV
gap between HOMO and LUMO: 10.48 eV
HOMO: -0.382 Eh
SMILES: C[C@H]1COC(=O)O1.C[C@H]1COC(=O)O1.C[C@H]1COC(=O)O1.C[C@H]1COC(=O)O1.C[C@H]1COC(=O)O1.C[C@H]1COC(=O)O1.C[C@H]1COC(=O)O1.C[C@H]1COC(=O)O1.C[C@H]1COC(=O)O1

The geometry in XYZ format:
```
117
Properties=species:S:1:pos:R:3:lowdin_charge:R:1
C -7.197 -1.363 0.827 -0.01
C -8.196 -2.516 0.804 -0.32
C -8.497 -3.217 2.111 -0.13
O -9.867 -3.236 2.175 0.11
C -10.370 -2.536 1.165 -0.57
O -11.565 -2.288 0.953 0.11
O -9.440 -1.956 0.472 0.11
H -6.922 -1.059 -0.183 0.08
H -6.270 -1.682 1.304 0.09
H -7.563 -0.461 1.317 0.09
H -7.939 -3.379 0.189 0.16
H -8.003 -2.604 2.865 0.13
H -8.074 -4.222 2.112 0.14
C -8.454 7.939 -0.794 0.00
C -8.006 6.533 -1.143 -0.29
C -8.575 5.867 -2.302 -0.12
O -7.456 5.344 -2.940 0.10
C -6.353 5.870 -2.515 -0.62
O -5.170 5.537 -2.803 0.09
O -6.673 6.780 -1.694 0.09
H -8.671 8.604 -1.630 0.10
H -7.742 8.268 -0.037 0.10
H -9.442 7.669 -0.420 0.09
H -7.782 5.862 -0.314 0.17
H -9.002 6.496 -3.084 0.15
H -9.281 5.127 -1.925 0.15
C 2.975 1.423 1.544 -0.03
C 1.818 0.416 1.290 -0.30
C 0.552 0.835 2.021 -0.11
O -0.352 1.148 1.000 0.08
C 0.100 0.911 -0.229 -0.45
O -0.514 1.075 -1.291 0.12
O 1.425 0.390 -0.080 0.05
H 3.960 1.032 1.290 0.08
H 3.103 1.705 2.589 0.07
H 2.984 2.460 1.209 0.08
H 2.108 -0.595 1.577 0.15
H 0.773 1.687 2.664 0.13
H 0.251 0.020 2.680 0.13
C 12.161 -3.565 8.108 -0.03
C 10.741 -3.006 8.059 -0.31
C 10.747 -1.582 8.669 -0.10
O 10.292 -0.740 7.624 0.05
C 9.966 -1.441 6.487 -0.46
O 9.517 -0.978 5.408 0.10
O 10.437 -2.678 6.708 0.07
H 12.736 -2.879 7.486 0.10
H 12.198 -4.583 7.722 0.08
H 12.526 -3.625 9.134 0.09
H 10.058 -3.595 8.671 0.15
H 11.788 -1.342 8.886 0.13
H 10.066 -1.565 9.520 0.13
C 0.289 7.888 1.066 0.00
C 1.519 7.417 0.164 -0.26
C 1.128 6.802 -1.207 -0.09
O 1.609 7.772 -2.070 0.08
C 2.347 8.700 -1.468 -0.62
O 2.973 9.645 -1.959 0.12
O 2.388 8.415 -0.259 0.14
H 0.619 8.249 2.040 0.07
H -0.423 7.086 1.256 0.08
H -0.237 8.723 0.603 0.08
H 2.019 6.642 0.745 0.14
H 0.061 6.777 -1.428 0.14
H 1.608 5.831 -1.337 0.13
C -1.861 -5.583 3.758 -0.03
C -1.280 -6.240 4.946 -0.34
C 0.237 -6.442 4.943 -0.08
O 0.618 -5.817 6.160 0.07
C -0.372 -5.088 6.691 -0.52
O -0.341 -4.504 7.791 0.11
O -1.457 -5.283 5.958 0.08
H -1.299 -4.721 3.397 0.10
H -2.791 -5.143 4.116 0.09
H -2.131 -6.324 3.005 0.10
H -1.737 -7.211 5.132 0.16
H 0.788 -5.972 4.129 0.13
H 0.517 -7.495 4.913 0.13
C -6.972 -0.652 -5.616 0.01
C -8.434 -0.988 -5.349 -0.33
C -9.463 -0.883 -6.341 -0.19
O -10.384 -1.865 -6.072 0.11
C -9.773 -2.804 -5.325 -0.56
O -10.170 -3.782 -4.725 0.14
O -8.558 -2.408 -5.051 0.10
H -6.434 -1.050 -4.756 0.09
H -6.809 0.415 -5.765 0.09
H -6.637 -1.243 -6.468 0.09
H -8.880 -0.397 -4.549 0.16
H -8.978 -1.102 -7.292 0.14
H -9.831 0.117 -6.572 0.15
C 12.295 2.691 -3.241 0.00
C 11.612 1.393 -2.577 -0.24
C 10.304 1.482 -1.646 -0.05
O 9.456 0.537 -2.276 0.10
C 9.935 0.034 -3.338 -0.58
O 9.287 -0.693 -4.159 0.07
O 11.054 0.659 -3.677 0.07
H 12.857 2.436 -4.140 0.08
H 12.938 3.221 -2.539 0.07
H 11.449 3.331 -3.493 0.07
H 12.351 0.832 -2.005 0.13
H 9.911 2.494 -1.741 0.13
H 10.571 1.267 -0.612 0.13
C 1.860 -6.108 -5.601 -0.02
C 1.516 -4.880 -4.825 -0.33
C 0.759 -3.802 -5.519 -0.09
O -0.309 -3.551 -4.642 0.13
C -0.468 -4.496 -3.827 -0.62
O -1.340 -4.523 -2.941 0.10
O 0.578 -5.292 -3.837 0.09
H 2.612 -5.807 -6.330 0.09
H 1.107 -6.632 -6.190 0.10
H 2.291 -6.822 -4.899 0.09
H 2.238 -4.384 -4.176 0.17
H 0.348 -4.202 -6.445 0.14
H 1.412 -2.969 -5.783 0.15
```

---

[4]
Molecular formula: C8H10N2
Method: DFT, ωB97M-V with the def2-TZVPD basis set

Calculated values
energy above the lowest of the compared OMol25 structures with the same formula, charge and spin: 4.5276 eV
LUMO: 0.96 eV
gap between HOMO and LUMO: 8.46 eV
HOMO: -0.275 Eh

The geometry in XYZ format:
```
20
Properties=species:S:1:pos:R:3:lowdin_charge:R:1
C 0.761 1.994 0.655 -0.10
C 0.872 1.703 -0.741 -0.08
C 0.794 0.770 1.288 -0.15
C 1.084 0.372 -0.812 -0.16
C -1.944 -0.090 -1.356 0.05
C 1.580 -2.481 -0.168 0.05
C -2.330 1.521 0.422 -0.05
C 1.505 -1.470 0.730 -0.08
N -1.993 0.842 -0.592 -0.13
N 1.049 -0.171 0.394 -0.13
H 0.478 3.013 1.125 0.13
H 0.841 2.397 -1.510 0.08
H 0.700 0.391 2.342 0.14
H 1.108 -0.269 -1.627 0.09
H -1.165 -0.349 -2.091 0.04
H 1.979 -3.486 0.121 0.08
H 1.204 -2.422 -1.110 0.01
H -3.109 2.343 0.409 0.09
H -1.752 1.490 1.288 0.03
H 1.769 -1.508 1.720 0.08
```

---

[5]
Molecular formula: C6H16NO
Method: DFT, ωB97M-V with the def2-TZVPD basis set

Calculated values
energy above the lowest of the compared OMol25 structures with the same formula, charge and spin: 2.1205 eV
LUMO: -3.37 eV
gap between HOMO and LUMO: 11.54 eV
charge: +1
HOMO: -0.548 Eh
SMILES: CC(C)C[C@H]([NH3+])CO

The geometry in XYZ format:
```
24
Properties=species:S:1:pos:R:3:lowdin_charge:R:1
C 2.113 1.196 -0.706 -0.05
C 0.807 1.156 0.226 -0.40
C 1.255 1.764 1.572 -0.09
C 0.346 -0.271 0.431 -0.17
C -0.749 -0.731 -0.489 -0.28
N -2.169 -0.215 -0.016 0.20
C -0.872 -2.183 -0.713 -0.19
O -2.256 -2.404 -1.091 -0.08
H 2.633 2.163 -0.719 0.09
H 3.007 0.788 -0.204 0.09
H 1.985 0.878 -1.655 0.03
H 0.053 1.930 -0.159 0.15
H 2.153 1.213 1.929 0.10
H 1.441 2.863 1.475 0.10
H 0.471 1.878 2.258 0.05
H 1.155 -0.932 0.227 0.13
H -0.015 -0.322 1.472 0.14
H -0.576 0.037 -1.347 0.19
H -2.675 -0.824 0.601 0.15
H -2.115 0.754 0.297 0.16
H -2.851 -0.129 -0.881 0.22
H -0.638 -2.785 0.249 0.17
H -0.088 -2.460 -1.483 0.16
H -2.413 -3.365 -1.276 0.14
```

---

[6]
Molecular formula: C2H5NSi
Method: DFT, ωB97M-V with the def2-TZVPD basis set

Calculated values
energy above the lowest of the compared OMol25 structures with the same formula, charge and spin: 6.2165 eV
LUMO (spin up / spin down): -2.33 / -2.91 eV
gap between HOMO and LUMO (spin up / spin down): 6.19 / 5.01 eV
HOMO (spin up / spin down): -0.313 / -0.291 Eh

The geometry in XYZ format:
```
9
Properties=species:S:1:pos:R:3:lowdin_charge:R:1
C 0.914 -2.356 -1.656 -0.22
C 0.604 -1.174 -1.745 -0.22
N 0.107 1.670 1.438 -0.20
Si -1.179 0.881 0.498 0.85
H 0.816 -3.346 -1.633 -0.09
H 0.934 1.745 0.830 0.03
H 0.430 1.113 2.270 0.04
H -1.332 1.937 -0.556 -0.05
H -1.293 -0.469 0.555 -0.14
```

---

[7]
Molecular formula: C5H10NO2
Method: DFT, ωB97M-V with the def2-TZVPD basis set

Calculated values
energy above the lowest of the compared OMol25 structures with the same formula, charge and spin: 5.0565 eV
LUMO: -3.12 eV
gap between HOMO and LUMO: 12.29 eV
charge: +1
HOMO: -0.566 Eh
SMILES: C[N@+]12CCO[C@H](C1)O2

The geometry in XYZ format:
```
18
Properties=species:S:1:pos:R:3:lowdin_charge:R:1
C 1.767 -0.461 -0.350 0.03
N 0.339 -0.392 -0.258 -0.36
C -0.191 0.971 -0.637 -0.04
C -1.644 1.066 -0.274 -0.04
O -2.331 -0.230 -0.156 0.03
C -1.623 -1.230 0.142 -0.15
C -0.376 -0.961 0.950 0.02
O -0.344 -1.298 -1.058 -0.01
H 2.226 -0.204 -1.335 0.14
H 2.218 0.052 0.542 0.14
H 1.963 -1.569 -0.172 0.14
H -0.116 0.773 -1.658 0.13
H 0.422 1.772 -0.270 0.15
H -1.837 1.518 0.787 0.18
H -2.204 1.607 -1.027 0.15
H -2.175 -2.235 0.278 0.21
H -0.093 -0.431 1.761 0.11
H 0.103 -2.018 1.029 0.19
```

---

[8]
Molecular formula: C14H13ClN2O3Pb
Method: DFT, ωB97M-V with the def2-TZVPD basis set

Calculated values
energy above the lowest of the compared OMol25 structures with the same formula, charge and spin: 1.0530 eV
LUMO (spin up / spin down): -11.53 / -11.67 eV
gap between HOMO and LUMO (spin up / spin down): 3.91 / 3.78 eV
charge: +2
HOMO (spin up / spin down): -0.567 / -0.567 Eh

The geometry in XYZ format:
```
34
Properties=species:S:1:pos:R:3:lowdin_charge:R:1
Cl -1.675 -1.039 -2.172 0.03
C -0.069 2.586 -0.584 -0.05
C 0.105 2.495 0.831 0.00
C -1.088 1.962 1.374 -0.06
H 1.002 2.774 1.376 0.14
C -2.020 1.690 0.324 -0.27
C -1.372 2.104 -0.875 -0.10
H -1.807 2.011 -1.844 0.12
H 0.674 2.937 -1.292 0.14
H -1.256 1.705 2.404 0.14
C -3.333 1.024 0.444 0.02
Pb -0.131 -0.283 -0.283 1.11
C -1.122 -2.190 0.996 -0.05
O -1.311 -3.296 1.258 0.18
C 1.627 -0.857 -1.957 -0.06
O 2.357 -1.591 -2.462 0.17
H -3.348 0.274 1.232 0.11
H -3.607 0.502 -0.465 0.09
H -4.128 1.733 0.666 0.14
N 4.724 -4.402 2.533 0.19
C 3.563 -3.908 2.007 -0.47
O 2.693 -4.664 1.583 0.07
C 3.438 -2.398 1.981 -0.07
C 4.367 -1.468 2.499 0.05
C 4.083 -0.110 2.334 0.01
C 2.885 0.237 1.710 -0.11
N 1.977 -0.647 1.306 -0.06
C 2.249 -1.942 1.383 -0.09
H 4.885 -5.395 2.552 0.13
H 5.446 -3.759 2.847 0.10
H 5.271 -1.822 3.014 0.13
H 4.731 0.679 2.678 0.13
H 2.593 1.248 1.476 0.09
H 1.525 -2.634 0.939 0.10
```